A 10-piece molecular cluster, C4H28O10 overall, computed with the ωB97M-V functional and the def2-TZVPD basis.

Structure (SMILES) = CO.CO.CO.CO.O.O.O.O.O.O
E_HOMO = -10.27 eV
Kohn-Sham gap = 10.626 eV
LUMO level = 0.356 eV
ΔE to the lowest compared entry with this formula, charge and spin = 59.65 kJ/mol

Geometry as XYZ:
```
42
C4H28O10 | OMol25 | the ωB97M-V functional and the def2-TZVPD basis
C -8.44414 -15.60657 6.21919
O -8.67731 -14.95018 7.41424
H -8.60897 -16.67415 6.42153
H -9.04416 -15.13706 5.39876
H -7.37749 -15.48632 5.92436
H -8.21347 -15.41049 8.15072
C -2.27884 -13.06805 4.01552
O -3.45832 -13.59973 4.55245
H -1.85208 -12.41683 4.74046
H -1.52275 -13.87799 3.85922
H -2.49078 -12.57198 3.06382
H -4.07154 -14.03012 3.89128
C -3.05679 -15.35305 7.43709
O -3.67086 -14.08949 7.42362
H -1.99694 -15.25870 7.40704
H -3.38222 -15.82291 8.37740
H -3.33613 -16.06181 6.60421
H -3.48383 -13.77337 6.52457
C -7.69124 -8.53837 5.73798
O -7.61584 -9.87663 5.47876
H -6.98041 -7.94100 5.13854
H -8.71118 -8.23070 5.42077
H -7.57766 -8.22682 6.76086
H -6.72868 -10.20589 5.17839
O -9.33966 -11.14424 3.12404
H -9.98381 -11.75245 3.56802
H -8.91715 -10.66067 3.87126
O -7.83069 -12.67752 6.33670
H -8.26492 -13.33825 6.94507
H -8.13155 -11.81138 6.55383
O -6.12949 -14.08776 8.96655
H -6.33630 -13.41715 8.30621
H -5.37587 -14.57416 8.62944
O -5.37434 -11.06284 4.65660
H -4.73802 -11.69128 5.12889
H -5.80634 -11.65531 3.97488
O -5.44155 -14.96233 2.77514
H -6.19488 -14.43484 3.11285
H -5.67005 -15.89202 2.84086
O -7.05956 -12.89530 3.86064
H -7.66096 -12.30467 3.33487
H -7.49413 -13.05515 4.71561
```

---

A 2-piece molecular cluster, C4H8 overall, computed with the ωB97M-V functional and the def2-TZVPD basis.

Structure (SMILES) = C=C.C=C
E_HOMO = -9.56 eV
Kohn-Sham gap = 10.852 eV
LUMO level = 1.293 eV
ΔE to the lowest compared entry with this formula, charge and spin = 185.85 kJ/mol

Geometry as XYZ:
```
12
C4H8 | OMol25 | the ωB97M-V functional and the def2-TZVPD basis
C -0.38124 0.46722 -1.69601
C -1.62350 0.56919 -1.25826
H 0.52451 0.81098 -1.20782
H -0.12353 -0.04457 -2.61722
H -1.82553 1.12341 -0.35263
H -2.44186 0.11145 -1.80273
C 1.47963 -0.95412 1.35715
C 0.51745 -0.07293 1.59640
H 1.96586 -1.05268 0.38355
H 2.00253 -1.58686 2.07374
H 0.40197 0.82471 1.00833
H -0.18461 -0.25308 2.40620
```

---

An isolated ion of composition C11H18N3O and charge +1, computed with the ωB97M-V functional and the def2-TZVPD basis.

Structure (SMILES) = CCCC/C=C(O)/[NH+]=c1/ncccn1C
E_HOMO = -11.81 eV
Kohn-Sham gap = 7.315 eV
LUMO level = -4.500 eV
Net charge = +1
ΔE to the lowest compared entry with this formula, charge and spin = 234.46 kJ/mol

Geometry as XYZ:
```
33
C11H18N3O | OMol25 | the ωB97M-V functional and the def2-TZVPD basis
C -4.61275 -2.26000 2.09911
C -3.23710 -1.62069 2.44370
C -2.44673 -1.30427 1.22293
C -1.17085 -0.48219 1.51627
C -0.62690 0.26474 0.34612
C 0.63142 0.60770 0.13198
O 1.72252 0.32912 0.87725
N 1.09515 1.42513 -0.98926
C 2.13644 1.46997 -1.91513
N 1.71681 1.41226 -3.12790
C 2.40474 0.98977 -4.16437
C 3.81054 0.76625 -3.96947
C 4.33362 1.17024 -2.82451
N 3.57734 1.71770 -1.83944
C 4.28509 2.74887 -0.99277
H -4.43578 -3.36575 1.88803
H -5.22573 -2.32288 3.01221
H -4.97176 -1.70681 1.35021
H -2.71732 -2.34677 3.06988
H -3.43409 -0.66880 2.95152
H -2.27679 -2.43736 0.82124
H -2.97037 -0.64032 0.45433
H -1.33196 0.32943 2.29609
H -0.45609 -1.11675 1.98799
H -1.40789 0.67513 -0.19226
H 1.52577 0.26911 1.92153
H 0.29478 1.72725 -1.58631
H 2.02201 0.81415 -5.11419
H 4.39502 0.26640 -4.83350
H 5.49314 1.21360 -2.64719
H 4.13029 3.72746 -1.48130
H 3.84640 2.91999 0.07319
H 5.25148 2.46042 -0.80651
```

---

C21H50Cl4N8O25 as an isolated structure, computed with the ωB97M-V functional and the def2-TZVPD basis.

E_HOMO = -9.26 eV
Kohn-Sham gap = 7.628 eV
LUMO level = -1.632 eV
ΔE to the lowest compared entry with this formula, charge and spin = 3915.36 kJ/mol

Geometry as XYZ:
```
108
C21H50Cl4N8O25 | OMol25 | the ωB97M-V functional and the def2-TZVPD basis
Cl -3.32027 -3.22512 -4.03031
C -3.42812 -1.80300 -2.96351
C -2.14630 -1.11385 -2.66270
Cl -1.12426 -1.93533 -1.44365
H -3.93491 -2.15953 -2.06677
H -3.95000 -1.04564 -3.54844
H -2.40063 -0.18768 -2.14732
H -1.59557 -0.80051 -3.54961
Cl 3.13054 4.99741 0.11405
C 2.66257 3.31172 -0.18705
C 2.75960 2.93994 -1.66935
Cl 4.45742 2.59269 -2.09170
H 1.72841 3.28491 0.37394
H 3.47054 2.79242 0.32833
H 2.40066 3.72468 -2.33526
H 2.15240 2.06526 -1.90245
C 1.00032 -3.61022 -3.03489
N 1.72146 -3.18382 -1.79783
O 1.49153 -3.83209 -0.80358
O 2.42916 -2.18265 -1.88497
H 1.09421 -4.68241 -3.20718
H 1.47705 -2.98783 -3.79216
H -0.04434 -3.31246 -2.94469
C 0.10402 -4.83983 0.63496
N 0.69646 -6.23597 0.48006
O 1.91430 -6.27455 0.23474
O -0.00842 -7.20064 0.48252
H 0.12035 -4.58617 1.69491
H -0.91307 -5.04913 0.30356
H 0.57587 -4.05762 0.04032
C 1.03326 0.09026 -2.34189
N 0.16600 -0.36982 -3.48241
O 0.50874 -1.42983 -4.02376
O -0.82926 0.32146 -3.82971
H 0.47319 0.52474 -1.51385
H 1.58915 0.90179 -2.81148
H 1.65315 -0.75383 -2.03966
C 2.97194 -3.97821 0.62213
N 3.27338 -4.67499 1.89158
O 2.33506 -5.33096 2.33750
O 4.37004 -4.57742 2.41312
H 2.10494 -3.32826 0.74033
H 2.73798 -4.66437 -0.19184
H 3.92297 -3.50454 0.37866
C -1.43082 2.14476 -1.66231
N -0.36689 2.56900 -2.61103
O 0.83892 2.68746 -2.16105
O -0.68921 2.75999 -3.77166
H -1.44431 1.05958 -1.76379
H -2.42448 2.54828 -1.85701
H -1.13043 2.43628 -0.65589
C 0.92237 -3.99300 3.84005
N 1.10289 -3.11010 2.72432
O 0.18092 -2.95949 1.94290
O 2.17893 -2.46103 2.73871
H 1.62798 -4.82351 3.86180
H -0.04162 -4.49465 3.75542
H 1.10528 -3.32416 4.68105
C -2.41643 -4.66937 1.77479
N -2.20387 -3.31845 1.14132
O -2.69718 -3.16420 0.01944
O -1.73602 -2.41854 1.77104
H -3.01228 -4.47744 2.66710
H -1.51394 -5.19074 2.09382
H -2.91154 -5.40386 1.13958
C -2.43822 -0.78046 1.17256
N -3.17340 0.33102 0.43391
O -3.23455 0.21928 -0.80447
O -3.81214 1.15807 1.13677
H -1.60016 -1.09089 0.54853
H -3.11240 -1.58596 1.46369
H -2.11891 -0.22147 2.05214
C -0.34538 5.09385 -1.24206
O -0.76655 4.08570 -0.33508
C -1.86149 4.16391 0.44404
O -2.66939 5.09513 0.55412
O -1.84102 3.12432 1.22044
C -2.89500 2.86029 2.18167
H -0.93194 5.12954 -2.16009
H 0.67060 4.89532 -1.58332
H -0.26540 5.98794 -0.62376
H -3.67420 2.36726 1.60041
H -3.28121 3.80923 2.55376
H -2.50773 2.28720 3.02410
C 0.27646 -2.42918 -0.07535
O 0.80064 -1.25216 0.59739
C 0.20428 -0.00025 0.46065
O -0.68122 0.25711 -0.36452
O 0.88586 0.88704 1.24352
C 0.38847 2.24555 1.35692
H -0.79317 -2.49577 0.12352
H 0.78928 -3.31214 0.30609
H 0.37600 -2.22522 -1.14146
H -0.64394 2.43871 1.64833
H 0.54900 2.78780 0.42510
H 1.06224 2.73714 2.05868
C 1.18251 3.97498 2.94503
O 0.53252 4.77954 1.96589
C 1.20377 5.85586 1.43897
O 2.22429 6.36335 1.93914
O 0.48478 6.46845 0.45628
C 0.92049 7.66955 -0.12450
H 2.23380 3.82015 2.70231
H 0.72977 2.98352 2.93337
H 1.23930 4.34835 3.96751
H 0.25009 8.02516 -0.90693
H 1.88541 7.63151 -0.63006
H 0.98832 8.48541 0.59514
```

---

C52H50BF4IN7O2PRb as an isolated structure, computed with the ωB97M-V functional and the def2-TZVPD basis.

E_HOMO = -4.00 eV
Kohn-Sham gap = 5.739 eV
LUMO level = 1.736 eV
Net charge = -1
ΔE to the lowest compared entry with this formula, charge and spin = 0.00 kJ/mol

Geometry as XYZ:
```
119
C52H50BF4IN7O2PRb | OMol25 | the ωB97M-V functional and the def2-TZVPD basis
Rb -0.14291 0.90574 0.40034
C -0.84516 -0.53510 -3.45431
O -1.36124 0.57080 -2.74026
C -2.40216 1.24637 -3.30281
C -2.95959 0.91994 -4.53391
C -4.01515 1.67163 -5.04285
C -4.51786 2.74401 -4.32974
C -3.95904 3.06978 -3.10021
C -2.89745 2.34361 -2.57918
N -2.32024 2.61454 -1.30888
N -2.45296 3.82863 -0.99280
C -2.08546 4.24373 0.26551
C -2.02695 3.37662 1.40207
O -2.15146 2.12632 1.37897
C -1.79500 4.03709 2.68689
C -1.59839 5.36270 2.80754
C -1.64230 6.23191 1.66888
C -1.42572 7.61423 1.79674
C -1.47904 8.44724 0.70606
C -1.75488 7.89361 -0.55349
C -1.95824 6.54422 -0.70501
C -1.91113 5.66592 0.40292
H -0.44267 -0.22699 -4.42539
H -1.60992 -1.30393 -3.60478
H -0.04846 -0.93570 -2.83536
H -2.58184 0.08438 -5.10391
H -4.44290 1.40059 -6.00046
H -5.34677 3.32262 -4.71730
H -4.34024 3.89405 -2.51342
H -1.75275 3.37629 3.54525
H -1.39310 5.80262 3.77910
H -1.21532 8.01136 2.78456
H -1.30754 9.51100 0.81344
H -1.79751 8.53679 -1.42517
H -2.15437 6.13156 -1.68445
C -3.52787 -3.15565 1.28198
C -3.47911 -3.53591 2.61197
C -2.61833 -2.86945 3.46626
C -1.83322 -1.83220 2.96488
N -1.84935 -1.49696 1.67498
C -2.67858 -2.14120 0.86339
C -0.95473 -1.01198 3.85376
C -1.13094 -0.98050 5.23434
C -0.32969 -0.14509 5.99541
C 0.61357 0.64206 5.36030
C 0.71817 0.54082 3.97905
N -0.03590 -0.26597 3.24307
H -4.19562 -3.62894 0.57508
H -4.10378 -4.33905 2.98227
H -2.55553 -3.15503 4.50630
H -2.66659 -1.82740 -0.17637
H -1.90229 -1.56985 5.70903
H -0.46220 -0.09853 7.06927
H 1.24560 1.33426 5.89916
H 1.41875 1.16503 3.43812
I 4.81044 0.59751 -5.05520
C 3.64267 0.08924 -3.44099
C 3.83951 -0.96573 -2.57551
N 2.83794 -0.90645 -1.68625
N 2.00070 0.11632 -1.90691
C 2.48331 0.73564 -2.97425
H 4.58228 -1.74482 -2.53025
H 2.68559 -1.52804 -0.88761
H 1.98497 1.60664 -3.36848
C 0.21446 -4.58109 -0.02642
P 0.09320 -3.55507 -1.53775
C 1.40567 -4.23501 -2.62289
C 1.89997 -3.40916 -3.62955
C 2.87648 -3.86100 -4.50830
C 3.38100 -5.14442 -4.37639
C 2.90416 -5.97473 -3.36928
C 1.92108 -5.52442 -2.50330
C -1.38213 -4.28671 -2.34921
C -2.42730 -4.82250 -1.59999
C -3.59394 -5.26000 -2.21344
C -3.73643 -5.17318 -3.58929
C -2.69885 -4.64876 -4.34886
C -1.53739 -4.20804 -3.73503
H -0.43400 -4.15168 0.73952
H 1.23309 -4.52288 0.35271
H -0.06426 -5.62447 -0.18382
H 1.52750 -2.39464 -3.72096
H 3.25105 -3.20016 -5.28077
H 4.15051 -5.49797 -5.05129
H 3.30564 -6.97390 -3.25615
H 1.56006 -6.17740 -1.71864
H -2.33280 -4.90334 -0.52496
H -4.39350 -5.67373 -1.61039
H -4.64687 -5.51103 -4.06759
H -2.79294 -4.58091 -5.42571
H -0.73462 -3.80473 -4.34167
F 2.60447 -2.24059 0.60946
B 3.72587 -3.00881 1.08415
F 3.31391 -4.27858 1.43530
F 4.65174 -3.02916 0.01302
F 4.29305 -2.33175 2.17004
C 5.89665 -0.04751 0.49393
N 5.11886 1.17188 0.82501
C 4.72480 1.92069 -0.39829
C 3.90998 0.85056 1.69714
C 3.28830 2.11423 2.21802
C 3.76438 2.61685 3.43647
C 3.21895 3.78192 3.94975
C 2.21462 4.42225 3.22550
C 1.77217 3.89915 2.01578
C 2.27034 2.70858 1.44327
H 6.79406 0.24125 -0.05014
H 5.27991 -0.70366 -0.11255
H 6.14240 -0.57189 1.41259
H 5.69252 1.79931 1.38839
H 4.10915 1.26635 -1.00430
H 5.62714 2.20165 -0.93995
H 4.12673 2.77724 -0.09833
H 4.28775 0.17838 2.47098
H 3.22651 0.29855 1.05211
H 4.53179 2.08508 3.99823
H 3.56148 4.18245 4.89685
H 1.76632 5.33035 3.61767
H 0.97253 4.44136 1.51352
```

---

A 4-piece molecular cluster, C3H13O3S overall, computed with the ωB97M-V functional and the def2-TZVPD basis.

E_HOMO = -2.79 eV
Kohn-Sham gap = 6.228 eV
LUMO level = 3.436 eV
Net charge = -1
ΔE to the lowest compared entry with this formula, charge and spin = 214.37 kJ/mol

Geometry as XYZ:
```
20
C3H13O3S | OMol25 | the ωB97M-V functional and the def2-TZVPD basis
C -1.72619 0.06592 -0.51031
C -1.20583 1.44615 -0.92349
C 0.36779 1.54423 -0.46243
S -0.02214 1.96372 1.30586
H -0.78678 -0.65548 -0.57625
H -2.33511 -0.54020 -1.21448
H -2.27435 0.03297 0.42801
H -1.16301 1.47442 -2.01175
H -1.79119 2.34528 -0.64296
H 0.70829 2.48408 -0.86457
H 0.99050 0.71003 -0.39910
H 0.94299 -3.28455 -1.66427
H -0.21022 -2.92845 -2.42787
O 0.60023 -3.49028 -2.55005
H 1.60166 1.16377 3.17880
H 0.66038 0.75416 4.15376
O 1.63523 0.85679 4.04000
H 2.06036 -1.19758 0.62274
H 0.57049 -1.13142 0.34498
O 1.37690 -1.61356 0.17341
```

---

Repeat the first record exactly.
A 10-piece molecular cluster, C4H28O10 overall, computed with the ωB97M-V functional and the def2-TZVPD basis.

Structure (SMILES) = CO.CO.CO.CO.O.O.O.O.O.O
E_HOMO = -10.27 eV
Kohn-Sham gap = 10.626 eV
LUMO level = 0.356 eV
ΔE to the lowest compared entry with this formula, charge and spin = 59.65 kJ/mol

Geometry as XYZ:
```
42
C4H28O10 | OMol25 | the ωB97M-V functional and the def2-TZVPD basis
C -8.44414 -15.60657 6.21919
O -8.67731 -14.95018 7.41424
H -8.60897 -16.67415 6.42153
H -9.04416 -15.13706 5.39876
H -7.37749 -15.48632 5.92436
H -8.21347 -15.41049 8.15072
C -2.27884 -13.06805 4.01552
O -3.45832 -13.59973 4.55245
H -1.85208 -12.41683 4.74046
H -1.52275 -13.87799 3.85922
H -2.49078 -12.57198 3.06382
H -4.07154 -14.03012 3.89128
C -3.05679 -15.35305 7.43709
O -3.67086 -14.08949 7.42362
H -1.99694 -15.25870 7.40704
H -3.38222 -15.82291 8.37740
H -3.33613 -16.06181 6.60421
H -3.48383 -13.77337 6.52457
C -7.69124 -8.53837 5.73798
O -7.61584 -9.87663 5.47876
H -6.98041 -7.94100 5.13854
H -8.71118 -8.23070 5.42077
H -7.57766 -8.22682 6.76086
H -6.72868 -10.20589 5.17839
O -9.33966 -11.14424 3.12404
H -9.98381 -11.75245 3.56802
H -8.91715 -10.66067 3.87126
O -7.83069 -12.67752 6.33670
H -8.26492 -13.33825 6.94507
H -8.13155 -11.81138 6.55383
O -6.12949 -14.08776 8.96655
H -6.33630 -13.41715 8.30621
H -5.37587 -14.57416 8.62944
O -5.37434 -11.06284 4.65660
H -4.73802 -11.69128 5.12889
H -5.80634 -11.65531 3.97488
O -5.44155 -14.96233 2.77514
H -6.19488 -14.43484 3.11285
H -5.67005 -15.89202 2.84086
O -7.05956 -12.89530 3.86064
H -7.66096 -12.30467 3.33487
H -7.49413 -13.05515 4.71561
```